No. 1
Formula: C6H12O
Source: the Open Molecules 2025 dataset
Level of theory: ωB97M-V/def2-TZVPD

Structure (ORCA input):
```
! wB97M-V def2-TZVPD RIJCOSX def2/J DEFGRID3
* xyz 0 1
C -1.3049 0.1345 -1.0219
H 1.1170 -1.9469 -1.3103
H -2.2529 0.3587 1.5383
C 0.6923 1.3251 -0.0138
H 1.1864 1.6095 0.9172
H 1.6437 -3.0736 -0.0326
H -2.1898 -0.4714 -0.7994
H -0.7032 -0.4208 -1.7512
C -1.3483 0.9492 1.3708
H 2.8008 -1.8334 -0.6632
H -1.6243 1.0807 -1.4657
C -0.4929 0.3812 0.2509
C 1.3104 -1.0397 0.6078
C 1.7548 -2.0519 -0.4160
H -0.7798 1.0026 2.3041
H 0.3101 2.2152 -0.5216
H -1.6461 1.9665 1.0865
O -0.0184 -0.9791 0.5229
H 1.4783 0.8778 -0.6326
*
```

As for the total energy: -310.9275 hartree. The calculation puts the LUMO energy at 0.0316 hartree. For the energy above the lowest of the compared OMol25 structures with the same formula, charge and spin, the calculation gives 346.05 kJ/mol.

=====

No. 2
Formula: C6H12O
Source: the Open Molecules 2025 dataset
Level of theory: ωB97M-V/def2-TZVPD

Structure (ORCA input):
```
! wB97M-V def2-TZVPD RIJCOSX def2/J DEFGRID3
* xyz 0 1
H 2.5142 1.0805 1.6562
H -1.6656 0.7804 0.2069
C -2.5192 -1.2051 0.4278
H 2.9258 -0.1400 -0.4668
H -2.4027 -2.2033 -0.0109
H -2.3146 -1.2815 1.5000
H 2.5838 2.0117 0.0990
H 0.1758 -1.6357 -0.2900
C 1.9728 1.3581 0.7470
C -1.5341 -0.2246 -0.2076
H 1.0898 -0.2141 -2.1785
O 0.2658 -0.4080 1.3272
H -3.5524 -0.8836 0.2851
C 1.0419 0.4219 -1.3107
H -1.6781 -0.1779 -1.2943
C 2.0100 0.4411 -0.3954
H 0.2539 1.1714 -1.2883
H 1.0120 1.8373 0.9555
C -0.1791 -0.7287 0.2380
*
```

Its SMILES is CCC=O.C=CC. As for the total energy: -310.9578 hartree. The calculation puts the LUMO energy at 0.0360 hartree. For the energy above the lowest of the compared OMol25 structures with the same formula, charge and spin, the calculation gives 266.35 kJ/mol.

=====

No. 3
Formula: C6H12O
Source: the Open Molecules 2025 dataset
Level of theory: ωB97M-V/def2-TZVPD

Structure (ORCA input):
```
! wB97M-V def2-TZVPD RIJCOSX def2/J DEFGRID3
* xyz 0 1
H -1.7204 -1.3344 0.7367
H 2.4079 0.2307 -2.3214
H 1.0836 2.0729 -0.3312
H 0.8249 1.8992 -3.1657
H -1.6045 0.6097 -0.4637
H 0.3412 -2.4969 1.5163
C 0.4176 1.1593 -2.4762
H -0.9119 -2.6114 2.7751
H -0.9924 1.8821 0.5932
H -1.7185 -0.3161 2.1932
H -0.5640 0.7883 -2.7327
O -0.1425 -0.0062 0.8728
H 1.0659 -0.8812 -1.8520
C 1.3536 0.1618 -1.9818
C -0.2611 -1.9226 2.2275
C -1.0672 -0.8658 1.4935
C 0.4259 1.4369 -0.9343
H 0.4199 -1.4426 2.9367
C -0.6793 0.9765 0.0146
*
```

Its SMILES is CCOCC1CC1. As for the total energy: -310.9437 hartree. The calculation puts the LUMO energy at 0.0425 hartree. For the energy above the lowest of the compared OMol25 structures with the same formula, charge and spin, the calculation gives 303.33 kJ/mol.

=====

No. 4
Formula: C6H12O
Source: the Open Molecules 2025 dataset
Level of theory: ωB97M-V/def2-TZVPD

Structure (ORCA input):
```
! wB97M-V def2-TZVPD RIJCOSX def2/J DEFGRID3
* xyz 0 1
H 2.2060 -0.0288 -1.0469
H -0.2366 -0.6798 -1.7771
H -1.8827 -0.7349 -0.0608
H -1.1920 1.4816 1.3719
O -2.0069 -0.2327 2.2046
H 1.4616 0.6041 0.4263
H 0.8282 -1.7785 0.9352
H 0.8091 1.5985 -2.4125
H 0.1162 2.2371 -0.9152
C -0.8695 -0.4961 0.2965
C -0.9223 0.4301 1.5783
C 0.1556 -0.5303 -0.7707
C 1.0026 1.7543 -1.3444
C 0.0551 -1.6933 0.1777
C 1.2983 0.4316 -0.6462
H -0.2986 -2.6546 -0.2007
H 1.8467 2.4428 -1.2501
H -0.1593 0.5612 2.3966
H -1.6205 -1.1150 2.3087
*
```

Its SMILES is CC[C@H]1C[C@H]1CO. As for the total energy: -310.9880 hartree. The calculation puts the LUMO energy at 0.0393 hartree. For the energy above the lowest of the compared OMol25 structures with the same formula, charge and spin, the calculation gives 187.14 kJ/mol.

=====

No. 5
Formula: C6H12O
Source: the Open Molecules 2025 dataset
Level of theory: ωB97M-V/def2-TZVPD

Structure (ORCA input):
```
! wB97M-V def2-TZVPD RIJCOSX def2/J DEFGRID3
* xyz 0 1
C 0.3517 1.5165 -1.1642
H 1.5742 -2.2860 -0.3458
C -0.4839 0.7773 1.1627
H 1.2007 1.9891 -1.6785
O -1.6366 -1.3115 -0.4930
H 0.9611 -0.8085 1.4583
H 0.3359 0.4615 -1.4682
H 1.5008 1.4341 0.6613
H -0.6739 -1.2016 1.9874
H -0.5734 1.9830 -1.5327
C 0.4705 1.6598 0.3532
H -1.7568 -1.8059 -1.3150
C -0.0971 -0.7081 1.1951
H -0.4982 1.1375 2.1981
H 0.2992 2.7097 0.6224
C 0.5598 -2.2093 -0.7202
H 0.3219 -2.7509 -1.6340
C -0.3455 -1.4650 -0.0790
H -1.5104 0.8781 0.7921
*
```

Its SMILES is C=C(O)CCCC. As for the total energy: -311.0338 hartree. The calculation puts the LUMO energy at 0.0334 hartree. For the energy above the lowest of the compared OMol25 structures with the same formula, charge and spin, the calculation gives 67.00 kJ/mol.

=====

No. 6
Formula: C6H12O
Source: the Open Molecules 2025 dataset
Level of theory: ωB97M-V/def2-TZVPD

Structure (ORCA input):
```
! wB97M-V def2-TZVPD RIJCOSX def2/J DEFGRID3
* xyz 0 1
C 0.0520 1.8930 -0.5686
H -2.1229 -0.6633 1.1306
O 0.5399 -0.3151 1.5423
C 0.6181 -0.6682 0.2127
C -0.9231 2.0922 0.3095
H -0.4636 -1.3523 -1.4391
H -0.1418 1.6249 -1.6041
H -2.7090 -1.1605 -0.5220
H 2.5833 0.0237 -0.3359
H -0.7087 2.3070 1.3522
H 2.5066 -1.6849 0.1431
H -1.2278 -2.0735 0.3064
C 1.9669 -0.8835 -0.3776
H 1.8600 -1.1657 -1.4282
C -0.5065 -0.9348 -0.4433
H 1.1021 1.9918 -0.2928
H 1.3935 0.0317 1.8272
C -1.8484 -1.0686 0.1555
H -1.9706 2.0060 0.0322
*
```

Its SMILES is C/C=C(/C)O.C=C. As for the total energy: -310.9299 hartree. The calculation puts the LUMO energy at 0.0323 hartree. For the energy above the lowest of the compared OMol25 structures with the same formula, charge and spin, the calculation gives 339.66 kJ/mol.

=====

No. 7
Formula: C6H12O
Source: the Open Molecules 2025 dataset
Level of theory: ωB97M-V/def2-TZVPD

Structure (ORCA input):
```
! wB97M-V def2-TZVPD RIJCOSX def2/J DEFGRID3
* xyz 0 1
H 1.7408 -0.8633 -0.1867
H -0.6480 -2.2004 -0.2257
H -2.0148 -0.9801 -0.5097
C -0.9727 0.1172 1.7161
C -0.2060 1.0129 -0.4659
H 1.1123 0.3825 -2.0535
H 2.0586 0.1567 1.2233
H -0.5621 0.6750 2.5651
H -1.1994 1.4405 -0.6067
H -1.1444 -0.9112 2.0611
H -1.9372 0.5676 1.4601
C 1.3236 -0.5127 0.7654
C -1.1037 -1.4610 -0.9165
O -0.6864 -1.2775 -2.0348
C 0.0136 0.2155 0.5865
H 1.2170 -1.3837 1.4229
C 0.8216 1.2957 -1.5157
H 0.4693 2.0237 -2.2505
H 1.7178 1.7026 -1.0349
*
```

Its SMILES is CC=C(C)C.C=O. As for the total energy: -310.9920 hartree. The calculation puts the LUMO energy at 0.0333 hartree. For the energy above the lowest of the compared OMol25 structures with the same formula, charge and spin, the calculation gives 176.51 kJ/mol.

=====

No. 8
Formula: C6H12O
Source: the Open Molecules 2025 dataset
Level of theory: ωB97M-V/def2-TZVPD

Structure (ORCA input):
```
! wB97M-V def2-TZVPD RIJCOSX def2/J DEFGRID3
* xyz 0 1
H -1.3902 2.6121 0.9581
O -1.6558 0.7788 0.0132
C -1.2692 -1.4978 0.5008
H 2.2536 -1.5277 -0.5621
H 0.5065 1.4128 0.8689
H -1.0857 -1.6795 -0.5627
H 1.2758 -1.3616 -2.0225
H -1.0985 0.1732 1.8948
C -0.9476 -0.0585 0.8301
C 1.9269 -0.8106 -1.3244
C -1.2997 2.0787 0.0073
H -1.6657 2.5971 -0.8748
H -2.3152 -1.7313 0.7221
H 2.8026 -0.4944 -1.9056
C 1.2100 0.3425 -0.7068
H 1.1818 -0.3360 1.2857
H 1.0426 1.2321 -1.3106
C 0.6547 0.3280 0.5848
H -0.6339 -2.1692 1.0867
*
```

As for the total energy: -310.8916 hartree. The calculation puts the LUMO energy (alpha / beta) at 0.0228 / 0.0237 hartree. For the energy above the lowest of the compared OMol25 structures with the same formula, charge and spin, the calculation gives 440.19 kJ/mol.

=====

No. 9
Formula: C6H12O
Source: the Open Molecules 2025 dataset
Level of theory: ωB97M-V/def2-TZVPD

Structure (ORCA input):
```
! wB97M-V def2-TZVPD RIJCOSX def2/J DEFGRID3
* xyz 0 1
H -2.0202 -1.9451 -0.5729
H 1.4171 -0.2984 1.2819
C -0.7786 -0.1786 -0.7618
H -1.3698 0.3545 -1.5185
H 0.3907 1.6732 1.7693
H 2.9024 0.1707 0.4570
H -2.0632 0.6689 0.7540
H -0.7528 2.6179 0.7988
C -0.1525 1.7053 0.8173
H -0.7799 -2.0754 -1.8295
O 0.7435 1.8191 -0.2937
H 2.0282 -1.2508 -0.1001
H -0.7504 -0.3207 1.3761
C -1.0014 0.4299 0.6172
C -0.9856 -1.6796 -0.8288
H 0.3445 0.0817 -1.3953
C 1.8957 -0.2375 0.2934
C 1.2624 0.6565 -0.7509
H -0.3300 -2.1917 -0.1134
*
```

As for the total energy: -310.9055 hartree. The calculation puts the LUMO energy at 0.0372 hartree. For the energy above the lowest of the compared OMol25 structures with the same formula, charge and spin, the calculation gives 403.85 kJ/mol.

=====

No. 10
Formula: C6H12O
Source: the Open Molecules 2025 dataset
Level of theory: ωB97M-V/def2-TZVPD

Structure (ORCA input):
```
! wB97M-V def2-TZVPD RIJCOSX def2/J DEFGRID3
* xyz 0 1
H -1.0494 1.8210 0.4000
H -1.3806 -2.2165 -1.8793
C -0.9863 1.0113 1.1339
C -0.4537 -0.6119 -0.7745
H 0.6588 -0.8155 -1.1502
H -0.6888 -2.6917 -0.3048
H -0.5563 1.4280 2.0508
C -1.2325 -1.9053 -0.8413
O 2.1590 -0.3476 1.3103
H -2.0103 0.6850 1.3409
H -2.2196 -1.7890 -0.3832
H 2.2251 2.1173 0.3167
H 0.9950 1.7726 -0.9131
C -0.1507 -0.1535 0.6361
H -0.2062 -0.9884 1.3424
H -0.8882 0.1727 -1.4005
H 2.5876 1.0065 -1.0378
C 1.8184 1.3443 -0.3394
C 1.3789 0.1607 0.4930
*
```

Its SMILES is CC[C@H](C)C(C)=O. As for the total energy: -311.0281 hartree. The calculation puts the LUMO energy at 0.0352 hartree. For the energy above the lowest of the compared OMol25 structures with the same formula, charge and spin, the calculation gives 81.75 kJ/mol.

=====

No. 11
Formula: C6H12O
Source: the Open Molecules 2025 dataset
Level of theory: ωB97M-V/def2-TZVPD

Structure (ORCA input):
```
! wB97M-V def2-TZVPD RIJCOSX def2/J DEFGRID3
* xyz 0 1
H 1.7244 -1.3012 -1.3407
C -0.8853 0.7134 1.3844
H 1.2075 0.9941 1.6222
H -1.2932 -0.5793 3.0435
H -0.9520 0.1797 -1.3892
H 0.3362 0.7001 -2.5295
O 0.0283 -2.1084 -2.0459
C 0.7854 1.0875 -0.4648
H -1.5466 0.0914 0.7795
H -1.2409 1.6905 1.0375
H 1.8395 1.1423 -0.7377
C 0.6821 -1.1576 -1.6995
H 0.2841 2.0466 -0.5859
H 0.7796 -0.5915 0.8662
H -0.2247 0.7278 3.4751
H -1.9152 1.0821 3.2339
C 0.5603 0.4633 0.9214
C 0.1191 0.2337 -1.5693
C -1.0983 0.4802 2.8704
*
```

Its SMILES is CCCCCC=O. As for the total energy: -311.0303 hartree. The calculation puts the LUMO energy at 0.0396 hartree. For the energy above the lowest of the compared OMol25 structures with the same formula, charge and spin, the calculation gives 76.17 kJ/mol.

=====

No. 12
Formula: C6H12O
Source: the Open Molecules 2025 dataset
Level of theory: ωB97M-V/def2-TZVPD

Structure (ORCA input):
```
! wB97M-V def2-TZVPD RIJCOSX def2/J DEFGRID3
* xyz 0 1
C 0.8310 0.2834 0.9638
C 3.3125 0.4997 0.7161
C -1.6269 -0.5142 0.8224
H -2.6483 -1.2274 -1.0390
C -2.7530 -0.5293 -0.2250
O 0.7919 -0.5494 -2.3886
H -2.8869 0.4735 -0.6566
H 3.3781 0.2581 1.8089
H 0.4549 0.2753 -2.0741
C 2.0088 0.6581 0.2250
C -0.4335 0.3470 0.4707
H -0.7451 1.2469 -0.1177
H 0.1676 -0.8815 -3.0403
H -1.9676 -0.2499 1.8448
H -3.7879 -0.6440 0.2059
H 1.0098 0.0949 2.0646
H 1.9715 1.0199 -0.7840
H 4.2100 0.9928 0.2320
H -1.2870 -1.5540 0.9707
*
```

Its SMILES is C=C/C=C/CC.O. As for the total energy: -310.9484 hartree. The calculation puts the LUMO energy at 0.0153 hartree. For the energy above the lowest of the compared OMol25 structures with the same formula, charge and spin, the calculation gives 290.98 kJ/mol.